A molecular structure, C36H99MgN7O11 at a distorted geometry, computed with ωB97M-V/def2-TZVPD.

Atoms and positions in Å:
Mg 1.5942 -1.4069 -3.2178
C 5.1280 0.7780 -1.8762
C 3.7238 0.6037 -2.4647
O 3.3981 -0.6062 -3.0900
H 5.9518 0.6926 -2.5849
H 5.3127 -0.0337 -1.1725
H 5.0951 1.7360 -1.3573
H 3.5916 1.4712 -3.1112
H 2.9677 0.8121 -1.7077
C -0.0850 0.5237 -0.2058
C -0.6507 0.2564 -1.5834
O -0.0113 -0.7694 -2.3050
H -0.5045 -0.1613 0.5311
H -0.2328 1.5288 0.1892
H 1.0040 0.4805 -0.1880
H -0.5128 1.2084 -2.0961
H -1.7298 0.1483 -1.4746
C 1.7838 -1.7773 4.5079
C 0.9084 -1.3231 3.3362
O -0.0737 -0.5290 3.9227
H 2.2728 -0.8885 4.9066
H 2.4993 -2.5508 4.2289
H 1.1612 -2.2132 5.2892
H 0.4737 -2.2038 2.8633
H 1.4739 -0.7483 2.6029
H -0.8913 -1.0302 3.8768
C -2.7767 -1.8864 -4.1130
C -2.0347 -1.3707 -5.3367
O -1.5030 -2.4975 -5.9473
H -3.1319 -1.0626 -3.4939
H -2.0484 -2.3755 -3.4662
H -3.5667 -2.5976 -4.3543
H -1.1627 -0.7773 -5.0619
H -2.6903 -0.7895 -5.9851
H -2.2442 -2.9275 -6.3802
C -6.5951 2.1307 -0.5531
C -5.5205 1.6416 -1.5600
C -4.4357 2.7213 -1.8531
O -3.6804 3.1403 -0.7197
C -2.3938 3.7492 -0.9550
N -4.8719 0.4445 -1.0901
H -7.1013 1.2856 -0.0865
H -7.1968 2.9593 -0.9267
H -6.1330 2.6581 0.2814
H -6.0199 1.3859 -2.4945
H -4.7626 3.5830 -2.4350
H -3.7416 2.2910 -2.5750
H -1.7930 3.8749 -0.0542
H -2.5420 4.7565 -1.3443
H -1.8196 3.1916 -1.6949
H -3.9653 0.3786 -1.5303
H -4.6347 0.7338 -0.1519
C -3.2285 -6.7133 2.2297
C -4.4607 -5.8213 1.9185
C -4.2361 -4.6600 0.9454
O -3.5509 -3.5401 1.4598
C -3.2938 -2.5651 0.4868
N -5.5020 -6.6480 1.4108
H -3.5329 -7.3673 3.0469
H -2.2467 -6.2784 2.4169
H -2.9571 -7.4041 1.4314
H -4.8395 -5.3555 2.8283
H -5.2403 -4.3957 0.6140
H -3.7572 -5.0334 0.0403
H -2.8702 -2.9049 -0.4583
H -2.7255 -1.7599 0.9523
H -4.1979 -1.9852 0.3012
H -5.2301 -7.1645 0.5864
H -6.2437 -6.0421 1.0901
C 0.0551 -4.2789 -1.3335
C 1.4076 -3.5356 -1.0129
C 2.4388 -4.3664 -0.1362
O 3.6916 -3.7629 -0.1376
C 3.8838 -2.5801 0.6183
N 2.0596 -3.1681 -2.2667
H 0.1695 -5.3423 -1.5437
H -0.5411 -3.7936 -2.1062
H -0.6195 -4.2334 -0.4784
H 1.1799 -2.6549 -0.4124
H 2.5890 -5.3552 -0.5696
H 2.0810 -4.5965 0.8674
H 3.4385 -1.7234 0.1124
H 4.9649 -2.4820 0.7164
H 3.4781 -2.6314 1.6287
H 3.0262 -3.1298 -1.9765
H 1.9944 -4.0449 -2.7637
C 1.7499 -2.9688 -7.1135
C 1.8838 -2.0282 -5.8934
C 1.3729 -0.6557 -6.2503
O 1.1901 -0.0306 -4.9816
C 1.0545 1.3423 -5.0032
N 1.0908 -2.6291 -4.7995
H 0.6928 -2.9394 -7.3776
H 1.9857 -4.0057 -6.8743
H 2.4291 -2.6799 -7.9156
H 2.9304 -1.8634 -5.6373
H 0.4056 -0.6391 -6.7525
H 2.0609 -0.0895 -6.8781
H 0.2718 1.6450 -5.6987
H 1.9698 1.7446 -5.4372
H 0.8337 1.7161 -4.0034
H 0.1413 -2.5747 -5.1394
H 1.1774 -3.6293 -4.6895
C 7.3197 -1.3881 5.1911
C 6.6177 -1.1289 3.8825
C 5.4804 -0.0369 3.8670
O 4.8821 -0.1863 2.5330
C 3.8135 0.7608 2.3363
N 7.5676 -0.8534 2.8416
H 7.9714 -2.2618 5.1833
H 6.5095 -1.6976 5.8513
H 7.8166 -0.4950 5.5702
H 6.1560 -2.0698 3.5828
H 5.9066 0.9591 3.9875
H 4.7755 -0.2113 4.6800
H 3.1045 0.6128 3.1509
H 3.3817 0.6837 1.3385
H 4.2196 1.7677 2.4335
H 8.0282 -0.0160 3.1683
H 6.9683 -0.5048 2.1071
C 2.5375 6.0696 3.1474
C 1.0811 5.7638 2.6647
C 0.9037 4.4761 1.8385
O 1.7770 4.6981 0.6693
C 2.3158 3.4589 0.1000
N 0.2239 5.6259 3.7891
H 3.1647 6.3440 2.2992
H 2.9089 5.2575 3.7724
H 2.4738 7.0107 3.6935
H 0.7376 6.6392 2.1136
H -0.1500 4.4551 1.5607
H 1.1169 3.5494 2.3714
H 3.0453 3.8383 -0.6155
H 1.6436 2.9429 -0.5855
H 2.8612 2.8051 0.7806
H 0.6518 5.0424 4.4938
H -0.5747 5.0370 3.6005
C -5.7870 4.9956 2.7272
C -4.3205 5.2640 2.8475
C -3.6906 3.8713 3.3273
O -2.2807 3.9838 3.4461
C -1.5828 2.7353 3.5132
N -3.8286 5.6736 1.5386
H -5.9525 4.0746 2.1683
H -6.3373 5.6309 2.0332
H -6.3263 4.9180 3.6712
H -4.0578 6.0751 3.5266
H -3.8533 3.1274 2.5474
H -4.1369 3.6073 4.2860
H -1.9881 2.0879 4.2909
H -0.5036 2.8718 3.5815
H -1.7279 2.1992 2.5754
H -3.6916 4.8900 0.9162
H -2.8788 6.0103 1.6056

Results
* LUMO level: 0.072 eV
* HOMO-LUMO gap: 7.725 eV
* energy above the lowest of the compared OMol25 structures with the same formula, charge and spin: 15.85 kcal per mole

Atom charges from the Löwdin analysis, given in e for atoms 1 to 8: Mg 0.56; C -0.09; C -0.45; O -0.34; H 0.07; H 0.05; H 0.06; H 0.08


A molecular structure, C34H26F5N4O2S2SeSi2W at a distorted geometry, computed with ωB97M-V/def2-TZVPD.

Atoms and positions in Å:
W -0.4810 -0.3812 0.4242
O -1.0572 -0.8918 2.1929
C -1.0734 -1.9691 2.9580
C -2.0295 -2.0952 3.9614
C -2.0295 -3.2216 4.7604
C -1.0687 -4.2242 4.5992
C -0.1055 -4.0744 3.6243
C -0.0960 -2.9536 2.7888
C 0.9653 -2.8141 1.8144
N 1.0449 -1.9260 0.8915
N 2.2607 -1.8902 0.2132
C 2.2660 -0.8515 -0.5520
O 1.2705 -0.0236 -0.6300
C 3.4370 -0.5623 -1.4163
C 4.5314 -1.4224 -1.4196
C 5.6134 -1.1613 -2.2445
C 5.6036 -0.0416 -3.0697
C 4.5096 0.8133 -3.0678
C 3.4233 0.5558 -2.2413
H -2.7733 -1.3162 4.0642
H -2.7924 -3.3290 5.5218
H -1.0822 -5.1043 5.2278
H 0.6520 -4.8375 3.4807
H 1.8204 -3.4802 1.8958
H 4.5200 -2.2894 -0.7723
H 6.4652 -1.8311 -2.2458
H 6.4498 0.1604 -3.7158
H 4.4925 1.6816 -3.7147
H 2.5589 1.2082 -2.2412
S -2.9645 -0.0929 0.1370
C -3.2146 -1.7839 0.2533
S -1.7584 -2.6519 0.0658
C -4.4511 -2.3589 0.4170
C -5.6372 -1.5532 0.5154
N -6.5847 -0.9025 0.5961
C -4.5863 -3.7859 0.5132
N -4.6925 -4.9311 0.5865
C 0.3596 -2.5384 -2.5329
Si -0.7078 -1.0750 -2.0825
C -2.3627 -1.3904 -2.8850
C -0.0568 0.4000 -3.0521
C 0.4765 0.2312 -4.3329
C 0.9258 1.3171 -5.0756
C 0.8189 2.5964 -4.5492
C 0.2901 2.7763 -3.2747
C -0.1345 1.6905 -2.5014
Si -0.7392 1.9547 -0.7270
C -2.4401 2.7076 -0.9154
C 0.2761 3.3573 -0.0352
H 0.1592 -2.7927 -3.5791
H 0.1060 -3.4091 -1.9250
H 1.4294 -2.3510 -2.4304
H -2.1905 -1.4187 -3.9674
H -3.0803 -0.5954 -2.6742
H -2.8017 -2.3407 -2.5755
H 0.5563 -0.7651 -4.7592
H 1.3587 1.1650 -6.0575
H 1.1477 3.4538 -5.1258
H 0.2145 3.7862 -2.8841
H -2.3185 3.6370 -1.4818
H -2.8992 2.9480 0.0492
H -3.1294 2.0604 -1.4605
H -0.3122 3.9125 0.7008
H 0.5326 4.0477 -0.8435
H 1.2003 3.0281 0.4376
F -1.0380 5.4708 5.2970
C -0.5467 4.4315 4.6086
C -1.3508 3.7151 3.7479
F -2.6355 4.0615 3.5987
C -0.8281 2.6452 3.0408
F -1.6836 2.0072 2.2174
C 0.4953 2.2556 3.1413
Se 1.3277 0.8587 2.1483
C 1.2692 2.9939 4.0260
F 2.5642 2.6923 4.2065
C 0.7734 4.0626 4.7495
F 1.5675 4.7454 5.5867

Results
* LUMO level: 0.613 eV
* HOMO-LUMO gap: 6.024 eV
* energy above the lowest of the compared OMol25 structures with the same formula, charge and spin: 0.00 kcal per mole
* charge: -1

Atom charges from the Löwdin analysis, given in e for atoms 1 to 8: W 1.14; O -0.41; C -0.36; C 0.01; C -0.07; C -0.09; C -0.04; C -0.18


A molecular structure, C10H24N3PbSi at a distorted geometry, computed with ωB97M-V/def2-TZVPD.

Atoms and positions in Å:
C 2.9262 1.3170 -1.7813
Pb 0.2969 -0.7335 -1.9133
N -1.2090 -2.4534 -1.7120
N 0.5077 -0.0928 -4.6613
H -2.0645 -1.9885 -1.4132
H 2.7164 0.3322 -1.4346
H 3.4261 1.7020 -0.8898
H 2.0602 1.9018 -1.9742
H 3.5022 1.2577 -2.6787
H -0.3874 0.1298 -5.1254
H 0.9012 -0.8953 -5.1735
H 1.1440 0.7068 -4.8660
H -1.3067 -2.9252 -2.6057
H -0.8553 -3.0711 -0.9720
C -0.6875 2.9334 -0.4687
Si -0.3918 1.7930 0.9515
C 1.2908 2.1616 1.7001
C -1.7034 1.9177 2.2061
N -0.3021 0.1210 0.3112
C -0.4468 -1.0616 1.0370
C 0.6653 -1.9144 1.2599
C 0.5481 -3.0024 2.0996
C -0.6894 -3.3156 2.6740
C -1.8297 -2.5537 2.3617
C -1.7304 -1.4331 1.5566
H -0.8147 3.9955 -0.1688
H -1.6184 2.6411 -0.9846
H 0.1373 2.9047 -1.2033
H 1.2964 3.1034 2.2906
H 1.6127 1.3419 2.3738
H 2.0398 2.2576 0.8895
H -2.7166 1.7586 1.7828
H -1.5672 1.1816 3.0249
H -1.7094 2.9251 2.6757
H 1.6541 -1.5596 0.9343
H 1.4540 -3.5562 2.3610
H -0.7475 -4.1589 3.3640
H -2.7867 -2.8579 2.8071
H -2.6153 -0.8104 1.3649

Results
* LUMO level: 3.067 eV
* HOMO-LUMO gap: 3.313 eV
* charge: -1

Atom charges from the Löwdin analysis, given in e for atoms 1 to 8: C -0.11; Pb 0.57; N -0.14; N -0.14; H 0.01; H -0.10; H 0.02; H -0.02


2 unconnected molecules or ions with the total composition C6H12NO2 at a distorted geometry, computed with ωB97M-V/def2-TZVPD.

Atoms and positions in Å:
C 1.0223 -0.8137 0.4960
C -2.9083 -0.2700 0.3336
C 1.4751 -2.1197 0.0047
C 2.9721 0.4225 -0.2993
C 1.1485 1.5018 0.9381
C -5.2256 0.1102 -0.1654
N 1.6777 0.2767 0.3715
O -1.9678 -0.6509 0.8770
O -3.7649 0.2348 -0.3640
H 0.6245 -2.6733 -0.3938
H 1.8404 -2.6754 0.8704
H 2.2677 -2.0827 -0.7471
H 3.7247 -0.1864 0.2014
H 3.2829 1.4630 -0.2740
H 2.8928 0.1043 -1.3390
H 1.8758 1.9398 1.6221
H 0.2352 1.2783 1.4848
H 0.9342 2.2214 0.1466
H -5.6415 1.0566 -0.5057
H -5.4670 -0.0697 0.8810
H -5.5797 -0.7047 -0.7951

Results
* LUMO level: -4.757 eV
* HOMO-LUMO gap: 5.376 eV
* energy above the lowest of the compared OMol25 structures with the same formula, charge and spin: 94.76 kcal per mole
* charge: +1

Atom charges from the Löwdin analysis, given in e for atoms 1 to 8: C -0.14; C -0.13; C -0.12; C -0.03; C -0.07; C 0.11; N -0.25; O 0.36


A single C3H6O2S molecule at a distorted geometry, computed with ωB97M-V/def2-TZVPD.

Atoms and positions in Å:
C 2.4707 -0.2633 0.0486
O 1.2336 -0.9789 -0.0667
C 0.1516 -0.1760 -0.0031
O 0.2126 1.0165 -0.0168
S -1.3510 -1.1104 0.0191
C -2.6183 0.2590 -0.0044
H 3.2760 -1.0076 -0.1449
H 2.5469 0.5036 -0.7431
H 2.5589 0.2519 0.9733
H -2.4490 0.8396 -0.9236
H -3.5787 -0.2210 -0.0510
H -2.4533 0.8867 0.9127

Results
* LUMO level: 0.780 eV
* HOMO-LUMO gap: 10.309 eV
* energy above the lowest of the compared OMol25 structures with the same formula, charge and spin: 11.22 kcal per mole

Atom charges from the Löwdin analysis, given in e for atoms 1 to 8: C -0.06; O -0.11; C -0.86; O 0.05; S 0.92; C -0.35; H 0.11; H 0.10


2 unconnected molecules or ions with the total composition C5H7Cl3O3 at a distorted geometry, computed with ωB97M-V/def2-TZVPD.

Atoms and positions in Å:
C -1.7850 0.1880 0.1890
C -0.6618 1.1822 0.3028
C 0.5117 0.8545 -0.7195
O 1.0099 2.2108 -0.9962
C 0.0655 3.1150 -0.6661
O 0.1453 4.2466 -0.9549
O -0.9539 2.5312 0.0565
H -2.5537 0.2847 0.9685
H -1.4107 -0.8260 0.2864
H -2.2365 0.3063 -0.7790
H -0.2548 1.1477 1.3121
H 0.0972 0.4480 -1.6535
H 1.2642 0.2285 -0.2870
Cl 1.8444 -4.8295 0.8422
C 1.4267 -3.1298 0.5196
Cl 1.5698 -2.1392 1.9506
Cl -0.2345 -3.0796 -0.2173
H 2.1562 -2.7396 -0.1541

Results
* LUMO level: 0.200 eV
* HOMO-LUMO gap: 11.328 eV
* energy above the lowest of the compared OMol25 structures with the same formula, charge and spin: 5.53 kcal per mole

Atom charges from the Löwdin analysis, given in e for atoms 1 to 8: C -0.04; C -0.34; C -0.04; O 0.05; C -0.57; O 0.19; O 0.08; H 0.09


3 unconnected molecules or ions with the total composition C20H49FN9O4P2 at a distorted geometry, computed with ωB97M-V/def2-TZVPD.

Atoms and positions in Å:
C -1.7800 0.8828 -3.5099
C -2.1370 1.5228 -4.6112
C -3.1330 1.0393 -5.6283
N -3.9584 -0.1726 -5.3800
C -4.7945 -0.1880 -6.4776
N -5.3555 -1.2569 -6.9181
F -5.1396 -2.4424 -6.3233
N -4.9887 1.0822 -7.0600
C -4.2037 1.9809 -6.1655
C -4.9438 2.9684 -5.2414
C -6.0084 2.3359 -4.3174
O -6.9206 1.4665 -5.0188
C -7.0850 0.2901 -4.3502
O -7.2395 -0.7263 -4.9114
H -1.9758 -0.1928 -3.4650
H -1.3099 1.4585 -2.7124
H -1.6417 2.4762 -4.8374
H -2.5687 0.7648 -6.5528
H -3.4174 -1.0290 -5.2759
H -5.9983 -1.2702 -7.7070
H -4.4617 1.1424 -7.9346
H -3.6753 2.6587 -6.8634
H -4.2068 3.4472 -4.5720
H -5.3886 3.7849 -5.8276
H -6.6111 3.1703 -3.9096
H -5.5525 1.8589 -3.4318
H -7.0920 0.3145 -3.2400
O 1.1107 0.1819 0.0990
P 2.3372 1.0605 0.3408
N 1.4680 2.5434 0.4116
C 1.8621 3.8217 -0.1346
C 0.7590 2.7384 1.6716
N 3.0213 0.7470 -1.2310
C 2.4105 1.3366 -2.4098
C 3.2356 -0.6813 -1.4622
N 3.8587 1.8695 0.8331
C 4.8748 2.3170 -0.1042
C 4.5179 1.1259 1.9297
H 2.6310 4.3253 0.4688
H 0.9956 4.4869 -0.1828
H 2.2228 3.7461 -1.1581
H 1.4371 3.0868 2.4638
H 0.3019 1.8048 2.0077
H -0.0512 3.4622 1.5595
H 1.3163 1.2482 -2.4054
H 2.7841 0.8697 -3.3241
H 2.6816 2.3891 -2.5083
H 2.3082 -1.2014 -1.7270
H 3.6409 -1.1607 -0.5655
H 3.9649 -0.8297 -2.2619
H 5.4097 1.4919 -0.5830
H 5.6078 2.9229 0.4372
H 4.4633 2.9616 -0.8786
H 4.9473 0.1818 1.5769
H 3.7933 0.8916 2.7171
H 5.3082 1.7212 2.3901
O 3.2095 -1.3211 4.6063
P 1.8070 -1.8736 4.8449
N 2.0482 -2.3198 6.4823
C 1.5441 -3.4941 7.1561
C 2.0544 -1.1840 7.3974
N 1.9890 -3.2094 3.7435
C 2.8246 -4.3471 4.1088
C 2.3477 -2.7566 2.4037
N 0.0442 -2.1979 4.9402
C -0.5713 -3.4401 4.5071
C -0.7283 -1.0683 4.3888
H 0.4761 -3.4163 7.4080
H 2.0910 -3.6483 8.0895
H 1.6972 -4.4044 6.5807
H 1.0322 -0.8502 7.6296
H 2.5931 -0.3390 6.9633
H 2.5626 -1.4340 8.3306
H 3.7827 -4.0474 4.5482
H 3.0312 -4.9707 3.2364
H 2.3053 -5.0056 4.8066
H 3.4118 -2.5026 2.3257
H 1.7713 -1.8642 2.1348
H 2.1141 -3.5246 1.6626
H -0.5546 -3.5708 3.4208
H -1.6175 -3.4453 4.8303
H -0.1086 -4.3094 4.9698
H -0.6373 -1.0089 3.2971
H -0.3649 -0.1243 4.8096
H -1.7857 -1.1480 4.6497

Results
* LUMO level: -3.202 eV
* HOMO-LUMO gap: 6.218 eV
* energy above the lowest of the compared OMol25 structures with the same formula, charge and spin: 86.77 kcal per mole
* charge: +1

Atom charges from the Löwdin analysis, given in e for atoms 1 to 8: C 0.05; C -0.12; C -0.26; N 0.18; C -0.29; N 0.15; F 0.10; N 0.15


2 unconnected molecules or ions with the total composition C4H8O2, computed with ωB97M-V/def2-TZVPD.

Atoms and positions in Å:
C 1.1944 -1.7394 0.6425
C 0.1574 -1.0621 1.1265
C -0.0068 0.4296 1.0244
O 0.8166 1.0170 0.0306
H 1.2464 -2.8217 0.7087
H 2.0389 -1.2388 0.1723
H -0.6622 -1.5927 1.6093
H -1.0656 0.6536 0.8300
H 0.2613 0.9084 1.9747
H 0.9124 0.3532 -0.6661
C -1.2187 1.2786 -1.8615
O -1.9771 0.4273 -1.4682
H -1.2564 2.3221 -1.5011
H -0.4405 1.0647 -2.6221

Results
* LUMO level: 0.948 eV
* HOMO-LUMO gap: 10.807 eV
* energy above the lowest of the compared OMol25 structures with the same formula, charge and spin: 58.46 kcal per mole

Atom charges from the Löwdin analysis, given in e for atoms 1 to 8: C 0.00; C -0.15; C -0.28; O -0.09; H 0.06; H 0.06; H 0.10; H 0.10


A molecular structure, C9H22N2O5Zn at a distorted geometry, computed with ωB97M-V/def2-TZVPD.

Atoms and positions in Å:
Zn 0.8168 0.3522 -0.3881
C 2.5261 1.8273 -1.3884
O 3.3224 2.5105 -2.0155
O 1.6549 2.2422 -0.4955
O 2.3664 0.5125 -1.6265
C -1.1242 -3.0115 -2.2339
C -0.4559 -1.6799 -1.8800
C -1.3219 -0.4874 -2.2254
O -0.6184 0.6884 -1.9463
C -1.1219 1.8955 -2.5004
N -0.1125 -1.6248 -0.4233
H -0.3887 -3.8101 -2.1209
H -1.4301 -3.0189 -3.2802
H -1.9645 -3.2404 -1.5740
H 0.4679 -1.6652 -2.4618
H -2.2878 -0.5787 -1.6954
H -1.6110 -0.5413 -3.2822
H -0.5018 2.6717 -2.0519
H -2.1876 2.0201 -2.2951
H -0.9547 1.9104 -3.5797
H -0.9927 -1.8645 0.0411
H 0.4062 -2.4682 -0.1749
C 1.6666 -0.1513 3.9107
C 0.9604 -0.3105 2.5662
C -0.2139 0.6697 2.4874
O -0.6217 0.8317 1.1414
C -1.8254 1.5658 1.0164
N 1.8920 -0.0527 1.4291
H 2.4152 0.6382 3.9157
H 2.0994 -1.1011 4.2259
H 0.9408 0.0874 4.6963
H 0.6661 -1.3515 2.4308
H 0.0839 1.6348 2.9088
H -1.0518 0.2567 3.0625
H -2.6367 0.8937 1.3365
H -2.0778 1.8376 -0.0026
H -1.8105 2.4533 1.6480
H 2.7520 0.3930 1.7358
H 2.2744 -0.9350 1.0897

Results
* LUMO level: -0.322 eV
* HOMO-LUMO gap: 6.115 eV
* energy above the lowest of the compared OMol25 structures with the same formula, charge and spin: 0.00 kcal per mole

Atom charges from the Löwdin analysis, given in e for atoms 1 to 8: Zn 0.66; C -0.90; O -0.02; O -0.17; O -0.20; C -0.05; C -0.39; C -0.19


Q: Number 1 is which compound?
A: C36H99MgN7O11


Q: HOMO-LUMO gap of number 9 (C9H22N2O5Zn)?
A: 6.115 eV


Q: The highest HOMO-LUMO gap belongs to which entry?
A: C5H7Cl3O3